Record 1
A cluster of 14 separate species, C56H112O17S3 in total at a distorted geometry. Source: the OMol25 dataset; level of theory: the ωB97M-V functional and the def2-TZVPD basis.

Geometry as XYZ:
```
188
Properties=species:S:1:pos:R:3:forces:R:3
S -0.6538 6.4888 -1.6003 0.7858 0.4212 -1.3351
S -2.7119 -2.6695 6.7545 -0.2572 1.3325 1.1117
S 3.7815 -1.3656 -2.4384 -0.6557 -1.7624 -0.5821
O -2.5556 -2.5462 8.2084 -0.5002 -0.2699 -1.3969
O 1.9845 3.5830 -0.3570 -0.5718 0.4308 0.8379
O -2.8047 -2.9823 2.9382 -1.7542 -0.4206 0.5488
O 2.3633 1.0393 4.2148 0.5230 -0.2783 0.4272
O 0.7807 6.4114 -1.6387 0.6886 0.0494 0.3134
O 5.0221 2.6090 -4.3877 -0.9936 -1.4160 1.3576
O 2.6239 -0.5476 -2.1301 0.3629 -0.1686 0.2040
O -1.9210 4.6870 2.5882 0.0633 0.5623 -0.3244
O -1.2551 7.7875 -1.4643 -0.4470 0.0597 0.1194
O 3.6497 -2.8176 -2.4974 -0.4656 0.6916 -0.3791
O 2.0844 -2.3976 -5.5246 0.8840 1.0528 0.2651
O -3.3331 -3.8123 6.1430 -0.2566 -0.3197 0.3058
O -1.3501 0.7678 0.5804 -0.6134 -1.2661 0.5156
O 0.8674 -4.1886 0.7989 -0.3628 0.6982 0.9117
O -2.0733 -4.8170 -2.3619 -0.2670 -0.3012 0.9360
O -3.1773 1.8777 -4.0597 -0.2043 -1.3470 0.0135
O -5.2521 0.3897 1.6892 -1.5044 -0.4918 -0.0052
C -4.3101 -0.2132 -3.7670 0.4698 -2.5347 0.4303
C 0.4683 -0.7397 0.4672 -0.3117 0.6562 1.1989
C -2.2510 -0.3349 5.4699 0.1418 0.5694 -0.4046
C -3.4163 -1.1297 6.0627 0.1234 -1.1045 -0.4991
C -4.0089 -5.0190 2.4046 1.2214 -0.8915 0.7184
C 2.5814 -4.0959 2.4968 -1.6212 -0.1088 0.4520
C -2.9224 -0.2352 -3.0281 -0.8557 0.7389 0.0474
C -2.1773 0.9155 -3.7047 -0.7865 0.0489 0.7241
C -6.3818 0.8664 0.8830 0.8885 0.2668 0.3816
C -4.9523 1.3610 2.6679 -0.4395 0.7093 0.2164
C -1.1018 3.5583 2.2959 1.1440 -0.0795 0.2438
C 0.8587 -1.9308 -4.9911 0.1087 1.5465 -0.7214
C -2.3772 4.6151 -1.1652 -0.9075 0.9314 -1.2487
C 5.8612 0.0006 -1.8501 0.5323 2.5339 1.4197
C -1.2886 -6.9921 -2.8395 1.0797 -0.3148 0.1455
C -0.8913 -0.9080 6.0287 -0.8960 1.1602 0.4027
C 4.5169 1.8122 4.4329 -1.5774 -0.9386 0.7157
C -2.2237 3.2443 4.3493 -1.2307 0.8279 -1.1007
C 5.9536 -0.2741 -3.2990 -0.1678 -0.0937 -2.9756
C 5.2955 4.2753 -5.8804 0.0865 1.6336 0.2905
C 0.0061 0.6549 0.1166 -0.5171 -0.0937 1.2024
C -1.7500 -0.5221 1.2882 2.1556 1.8323 -2.1082
C -1.2847 5.3579 -0.4391 -0.8242 -0.1820 2.2720
C 2.0670 -4.5456 0.2095 0.9023 -0.3960 -1.3110
C 5.9763 3.0870 -5.2761 -0.1734 0.8967 0.7058
C -2.2203 4.7565 3.9726 -1.3242 -1.3725 -0.5040
C -1.1246 -2.4266 6.0736 1.4092 0.3865 -0.5242
C 1.0927 -4.4443 2.1727 -1.0115 -1.3418 0.8145
C 0.2516 -3.1172 -4.4051 -0.7490 -1.4854 1.5773
C -0.4325 -1.1113 1.7064 1.0544 -0.1311 -1.1246
C 4.3082 3.4392 -0.6128 -0.2782 0.3198 -1.8306
C 1.9520 -3.7409 -5.8969 0.8536 -0.5662 -1.5621
C 3.8771 3.7825 -6.0774 -0.2859 -2.2230 -0.3154
C 2.5619 4.5151 0.6033 0.0667 -0.5729 -0.7827
C 2.9937 2.6087 -0.5485 0.2964 -0.2234 0.4091
C -2.4255 -6.0234 -3.0386 -0.1857 0.7818 -0.5685
C 3.7089 2.7124 -4.9299 0.3138 0.6203 -0.9909
C -1.1443 2.6068 3.4941 0.5354 -0.4076 0.2700
C -1.2349 5.6371 -3.0951 -1.8422 0.8028 0.8760
C -1.3749 -5.2539 -1.1457 0.6895 0.2524 -2.7963
C -1.8615 4.3403 -2.5782 2.0935 0.1807 0.6374
C 3.7121 0.6497 3.8614 -0.4446 -0.1368 0.9431
C -6.5389 2.3509 1.2717 0.7730 -0.6382 -2.3491
C -4.2522 -2.7905 2.9438 0.4157 0.3277 -0.1924
C 2.4417 1.6945 5.4951 -0.4288 0.2710 0.1545
C -5.2029 2.6830 1.9114 -0.6345 -0.9863 0.8605
C 3.9206 1.7966 5.8734 0.3586 1.4887 -0.9673
C 3.1765 -4.0085 1.0999 1.9384 0.2629 -0.1360
C 4.5723 -0.6411 -3.9015 0.0345 0.5308 1.0656
C -0.4390 -6.3121 -1.7670 0.2240 0.1832 2.5189
C -2.6281 -4.3431 2.5408 0.2305 0.2292 -1.4678
C 0.5560 -4.1428 -5.5006 -0.5570 -0.4984 -1.0808
C -4.1497 0.9775 -4.6613 -0.9839 2.5184 -0.8330
C 3.8769 4.8249 -0.0477 1.1172 -0.9329 0.1397
C 5.1170 -1.1562 -1.2799 -0.9049 1.0126 0.7780
C -4.8236 -3.8280 1.9952 -1.0170 -0.9271 1.3298
H -2.6036 4.0078 -3.2493 -0.7817 -0.6846 -0.5651
H -1.4420 3.1068 1.3839 -0.3099 -0.2576 -0.4035
H -1.2649 1.5221 3.2468 -0.3148 0.9948 -0.0308
H -0.5723 -2.1955 1.6881 0.4335 0.1261 0.8090
H -3.9544 1.1221 2.9842 0.7361 0.3173 0.0280
H 2.9491 1.8912 0.3112 0.4428 0.5301 -0.1650
H -4.4566 2.8412 1.1672 0.6666 0.0921 -0.5466
H -5.8785 -4.1276 2.0890 0.1042 0.8151 0.2628
H -0.4735 -2.9794 6.7649 0.1162 0.1673 -0.4918
H -1.8983 -4.7744 3.1730 0.4821 -0.8583 0.9221
H -0.0632 -3.9855 -6.4419 0.1779 -0.0481 1.4215
H 3.8210 3.2055 -7.0471 -0.1491 0.9271 0.7831
H -4.3719 -1.7835 2.6350 -0.5089 1.0279 -0.3572
H -2.5184 0.7621 5.5702 1.0556 -1.1380 0.0325
H 0.5398 -5.2161 -5.2970 -0.3465 0.1958 0.4535
H -1.0438 3.6007 -2.4748 -0.4329 0.0514 -0.3136
H -3.7028 0.8065 -5.6733 -0.7632 -0.6096 0.6301
H -7.3724 2.3741 1.9296 -0.6761 0.7897 0.6123
H 4.2962 0.9565 6.4483 -0.1365 -0.4024 -0.1550
H 4.6339 -0.9887 -0.3048 0.3684 -0.1722 -0.2307
H -1.4734 5.2946 4.5422 0.3114 0.3329 0.0832
H -1.5872 5.8627 0.5568 0.4826 -0.7258 -1.7864
H 4.6240 5.2772 0.5858 0.2386 -0.0633 0.5650
H -0.7822 -3.0138 -4.1248 -0.6685 0.0387 -0.3566
H 6.5530 -1.1208 -3.5839 0.6524 -0.7815 0.7836
H 4.1248 -4.6102 1.0090 -0.9035 0.6571 -0.1212
H 4.1184 2.6357 3.8471 0.5969 0.6632 0.2287
H -1.9969 6.2761 -3.5759 0.2444 -0.1397 0.3500
H -1.9841 3.1578 5.3407 0.4057 -0.4174 2.7433
H -4.4099 -1.1557 -4.4002 0.0000 1.1238 0.7781
H -5.2957 3.5492 2.5223 0.1888 0.7075 0.6706
H 3.7886 5.5102 -0.8700 -0.5858 0.2983 -0.3675
H 0.3456 -3.8974 2.7513 0.2393 0.2735 -0.0186
H 5.5607 1.6777 4.4090 1.3020 0.0784 -0.2482
H -0.7292 -0.5438 7.0380 -0.0712 0.0204 0.3404
H 0.0500 -0.6500 2.6088 -0.7299 -0.6783 -0.4962
H -2.6301 -5.7744 -4.1069 -0.0315 -0.1892 0.8733
H 0.3572 -1.3551 -0.3859 -0.5104 -1.0890 -0.6737
H 2.5579 -3.0722 2.8536 0.1979 -0.0419 0.7405
H 3.4306 -2.9141 0.9243 -0.3291 -1.4008 -0.2586
H -0.0404 3.8416 2.1560 -0.4213 0.2795 -0.1721
H -0.9209 -4.3774 -0.6971 0.1732 -0.1192 -0.0430
H -3.2640 5.2449 -1.3233 -0.0805 -0.1895 0.5928
H -0.5337 4.5970 -0.2425 0.5599 0.2935 0.1162
H 5.7672 4.6277 -6.7826 0.0870 0.0277 -0.5131
H -3.2786 -6.4962 -2.5543 -0.6003 0.3367 -0.1589
H 0.6168 1.4031 0.6400 -0.1488 0.1155 -0.3059
H -2.1669 -4.2337 1.5574 0.0974 -0.5583 -0.3080
H 0.0265 -6.9291 -0.9380 -0.5686 0.2771 -1.1643
H 2.7551 -4.3976 -5.4826 -0.4730 0.7193 0.0647
H 6.4475 0.4930 -3.8828 -0.3198 0.6259 0.0675
H -3.9414 -1.4861 5.1963 -0.7456 -0.2763 -0.0664
H 3.0579 3.0887 -4.1416 -0.0648 -0.2050 0.0761
H -5.1074 1.5460 -4.7704 0.8301 -0.3324 -0.1216
H 5.6613 -2.0658 -1.3370 0.4360 -0.8447 0.1888
H -3.2438 5.2499 4.0935 1.4336 -0.6058 -0.1258
H -4.3113 -5.4996 3.3552 -0.0321 0.6540 -0.2141
H -0.0465 -0.4906 5.4536 -0.2791 -0.8148 -0.1044
H -1.1247 -2.8143 5.0533 0.0118 -0.2899 0.1160
H -6.6765 2.9025 0.3076 -0.3611 -0.0383 1.0968
H -4.0678 -5.8353 1.6804 0.4341 0.1823 -0.1811
H -1.6968 0.5082 -4.5758 0.2352 -0.0636 -0.8854
H -2.3789 -1.1227 -3.1857 0.5331 -1.3394 -0.2576
H 4.6741 3.6042 -1.6902 -0.5329 -0.5920 1.4817
H 0.8104 -5.5283 2.3510 0.7445 0.7612 -0.0332
H -0.4275 5.5522 -3.7660 1.0776 -0.2825 -0.5935
H -2.6175 3.6860 -0.6998 -0.4110 -0.5152 0.5662
H 3.6824 0.6483 2.7708 0.4212 -0.7130 0.1034
H 5.3767 5.1325 -5.1613 -0.3339 -0.7426 -0.4541
H 6.2528 2.3369 -5.9784 0.4171 -0.7006 -0.8758
H -0.1741 2.6349 4.0473 -0.6218 0.1279 -0.3898
H 0.0129 0.7878 -0.9408 0.1919 0.4834 -0.8642
H -5.5652 1.3517 3.6213 0.0561 -0.3406 -0.9914
H -1.4182 1.3768 -3.1237 0.5279 0.5298 0.7343
H -4.1312 -0.6819 6.7439 0.3525 0.2562 0.2764
H 1.0682 -1.1154 -4.3069 0.1336 0.0162 0.2704
H 1.5272 -0.7273 0.6556 0.5285 -0.1556 0.4376
H -6.0406 0.7630 -0.1494 -0.3006 -0.2005 0.0142
H 2.6277 4.0921 1.6080 0.3781 -0.6823 -0.0082
H -2.2240 -1.1848 0.5673 -0.3130 0.0437 -0.0012
H 6.8038 3.3854 -4.6531 0.6513 -0.0723 -0.0647
H 0.3372 -5.7280 -2.2069 0.8254 0.1034 -0.5495
H -7.3394 0.3413 1.0595 0.7164 -0.2364 -0.0017
H -1.7110 -7.9570 -2.5362 0.5147 0.0281 -0.1844
H -3.2392 2.8480 4.2075 0.3660 -0.0292 -0.1885
H 2.0521 -3.7540 -7.0081 0.1160 -0.3680 0.5684
H -3.0602 -0.1597 -1.9504 0.1144 0.4802 0.0159
H 2.9822 -4.8020 3.2673 -0.0196 0.6724 -0.9147
H -2.0050 -5.7418 -0.4653 -1.4759 -0.4813 1.0919
H -2.3970 -0.1863 2.0301 -1.2403 0.1970 1.3282
H -2.2138 -0.5718 4.3757 -0.1762 0.3332 0.7592
H 2.1313 -5.6530 0.2002 0.1420 0.2326 -0.2321
H 2.0808 -4.1474 -0.8119 0.1404 -0.2123 0.1636
H 0.7166 -3.3076 -3.4167 0.2733 -0.4088 -0.6465
H 5.2769 0.9608 -1.5875 0.7598 -1.2603 -0.8484
H 3.9729 0.2369 -4.0821 -0.1011 0.3099 -0.0351
H -0.6231 -7.0654 -3.7012 -0.4343 -0.4769 -0.2054
H 3.3056 1.7466 -5.3388 0.4648 0.6923 0.4347
H 2.8165 1.9446 -1.4043 -0.2742 0.6561 -0.1479
H 4.1856 2.6803 6.4802 -0.3495 -0.1493 -0.4292
H 4.5385 -1.2613 -4.7986 0.1400 -0.2802 0.4488
H -4.6527 -2.9097 3.9508 0.0114 -0.2671 0.0779
H -5.1515 -0.2669 -3.0023 0.8970 0.6768 -1.2339
H 3.0618 4.4704 -5.9708 -0.1225 0.6884 -0.4087
H 3.9955 -0.3098 4.4281 -0.3638 0.9138 -1.3673
H 1.9415 1.0885 6.2320 -0.5893 -0.1938 0.2949
H 0.1937 -1.5148 -5.7727 0.3047 -0.0970 -0.1169
H 1.9867 5.3899 0.7712 -1.1109 0.7199 -0.6111
H 6.8891 0.2158 -1.4717 -0.7649 -0.5598 0.1486
H -4.6493 -3.6605 0.9663 0.3299 0.7198 -1.1209
H 1.9102 2.6734 5.3918 0.5811 -0.6206 0.2415
H 5.0683 2.9123 -0.0723 0.6713 0.0345 0.4456
```
Positions in Å, forces in eV/Å.

Properties
- HOMO level: -9.157 eV
- Net charge: 0

Record 2
A structure of composition C26H30NO3P at a distorted geometry. Source: the OMol25 dataset; level of theory: the ωB97M-V functional and the def2-TZVPD basis.

Geometry as XYZ:
```
61
Properties=species:S:1:pos:R:3:forces:R:3
P 0.0792 0.8478 1.4944 0.1905 -1.1111 -0.1598
O 3.0100 0.8986 1.1916 -0.4802 -0.4962 -0.8237
O -0.0200 -0.3003 2.4526 -0.2069 0.4981 -0.1061
O 3.0505 0.7559 -1.0502 0.8501 0.1342 0.1227
N 1.4346 -2.7024 -1.1198 -1.2151 0.0736 -0.1061
C -3.9378 0.9723 0.7439 0.0347 0.1977 -0.0529
C 1.1680 -3.9078 -1.9248 0.3357 -0.3063 -0.2620
C 0.7054 2.3668 2.2703 0.1567 0.3631 0.2220
C -5.0067 -3.4489 -1.4956 -0.3242 -0.0655 -0.0351
C 1.6628 4.5950 2.1948 -0.0907 -0.2384 -0.0269
C 0.4862 2.5216 3.6480 0.0818 0.1355 -0.1728
C 5.0980 0.8785 -2.2315 0.1924 -0.0621 -0.3107
C -1.8450 -1.3572 -1.2593 1.0696 -0.2331 0.3961
C 0.4961 -1.9058 -0.6703 0.5910 -4.8858 -0.4943
C 1.4272 4.7537 3.5639 -0.1007 -0.2664 -0.0871
C -0.8884 -2.2843 -0.7613 -1.8523 -0.4793 -0.8585
C -1.3720 -3.5931 -0.4314 0.5431 0.6731 -0.2466
C -2.6764 0.6084 1.2128 0.0807 0.1118 -0.1636
C 2.4063 0.7042 0.1397 -1.0487 0.0176 1.0318
C -1.7158 2.5634 0.1506 -0.4355 -0.1463 -0.0759
C 1.3081 3.4051 1.5492 -0.1092 0.2427 0.4047
C -2.6799 -3.9558 -0.6936 -0.0574 0.1374 0.1416
C -3.5968 -3.0316 -1.2138 0.3952 0.2700 -0.0273
C -4.0959 2.1408 -0.0084 0.1214 -0.1788 0.0686
C 4.4618 1.0702 -0.8832 -0.2652 0.0213 -0.3614
C -2.9854 2.9374 -0.2996 0.1662 -0.0646 0.0453
C -3.1643 -1.7255 -1.4629 -0.3763 -0.3802 0.0061
C 2.8577 -2.4694 -0.8285 0.2823 0.2825 0.1958
C -1.5589 1.3893 0.8943 -0.1929 0.0234 0.1442
C 0.8414 3.7107 4.2906 0.0646 0.0112 -0.2682
C 0.9593 0.3523 -0.0067 1.8309 5.9920 1.6531
H -5.5097 -3.7980 -0.5849 0.0906 0.0882 -0.1545
H 3.2136 -1.5639 -1.3359 -0.1700 -0.2321 0.1158
H 0.6553 3.8203 5.3598 0.0771 -0.0067 -0.2816
H -5.0409 -4.2755 -2.2173 0.0278 0.1680 0.1187
H 1.6989 5.6859 4.0621 -0.0647 -0.2713 -0.1389
H 2.0835 -4.1242 -2.4800 -0.2614 -0.0420 -0.0881
H 6.1390 1.2053 -2.1937 -0.0144 -0.0197 -0.0387
H -5.0861 2.4280 -0.3654 0.2726 -0.0555 0.0884
H -0.6912 -4.3166 0.0197 -0.2181 0.2101 -0.1343
H -3.0996 3.8562 -0.8768 -0.0247 -0.2489 0.1528
H 0.0381 1.7002 4.2109 0.1314 0.2116 -0.2018
H 0.5521 0.8894 -0.8699 0.0106 -0.3512 -0.1814
H 5.0899 -0.1776 -2.5233 -0.0303 0.1517 -0.0082
H 4.9059 0.4034 -0.1346 -0.1785 0.2623 -0.0818
H 0.9468 -4.7745 -1.2901 0.0996 0.2499 -0.1767
H 4.5514 2.1107 -0.5443 -0.0165 -0.3159 0.0686
H 3.0215 -2.3601 0.2524 -0.1178 -0.0184 -0.3329
H -5.5803 -2.6132 -1.9065 0.0224 -0.1573 0.0583
H -1.5148 -0.3447 -1.4944 -0.1391 -0.2341 0.0415
H -3.8880 -0.9911 -1.8240 0.2855 -0.1717 0.0546
H -2.5415 -0.2922 1.8145 0.0357 0.2361 -0.1692
H 2.1256 5.3944 1.6140 -0.1082 -0.1758 0.2154
H 0.8453 -0.8807 -0.1916 -0.2240 -0.0988 0.3388
H -0.8529 3.1921 -0.0707 -0.2225 -0.1395 0.0373
H 1.5023 3.3035 0.4803 -0.0295 -0.0539 0.2520
H -4.7961 0.3363 0.9648 0.1717 0.2193 -0.0321
H -3.0199 -4.9777 -0.5004 0.1744 0.3327 0.0674
H 3.4161 -3.3313 -1.1994 -0.0037 0.2084 0.2072
H 0.3434 -3.7521 -2.6267 0.1246 0.0582 0.2849
H 4.5826 1.4576 -3.0042 0.0679 -0.0750 0.1252
```
Positions in Å, forces in eV/Å.

Properties
- HOMO level: -6.960 eV
- Net charge: 0

Computed values of lowest unoccupied orbital energy (unit: eV) for the preceding records, in sequence: 0.35; -0.08.